{"formula": "C6H12BrN2", "method": "the ωB97M-V functional and the def2-TZVPD basis", "total_charge": 1, "lumo_ev": -3.61, "e_homo_ev": -12.4, "gap_ev": 8.75, "elements": ["C", "C", "C", "C", "C", "C", "N", "N", "Br", "H", "H", "H", "H", "H", "H", "H", "H", "H", "H", "H", "H"], "xyz": [[0.712, -0.769, 0.937], [1.286, 0.398, 1.134], [-0.130, 0.910, -0.730], [-2.306, -2.097, 0.337], [1.910, 2.275, -0.489], [-1.003, -1.855, -0.513], [-0.071, -0.888, -0.131], [0.878, 1.455, 0.149], [-1.943, 1.619, -0.648], [1.129, -1.443, 1.752], [1.926, 0.787, 1.892], [0.298, 0.748, -1.807], [-2.008, -2.632, 1.324], [-2.703, -1.154, 0.643], [-3.069, -2.725, -0.293], [1.388, 2.993, -1.117], [2.546, 2.871, 0.235], [2.486, 1.674, -1.134], [-0.487, -2.795, -0.712], [-1.201, -1.474, -1.607], [0.363, 2.102, 0.777]]}


{"formula": "C6H12BrN2", "method": "the ωB97M-V functional and the def2-TZVPD basis", "total_charge": 1, "lumo_ev": [-3.79, -5.55], "e_homo_ev": [-12.8, -11.2], "gap_ev": [8.99, 5.67], "elements": ["C", "C", "C", "C", "C", "C", "N", "N", "Br", "H", "H", "H", "H", "H", "H", "H", "H", "H", "H", "H", "H"], "xyz": [[-1.915, 0.678, 0.148], [-4.259, -0.410, 0.109], [-3.309, -1.536, 0.159], [4.241, -0.052, -0.301], [2.986, -0.549, 0.440], [1.920, -0.982, -0.511], [-2.870, -0.195, 0.139], [-2.104, 1.924, -0.146], [0.152, -1.127, -0.022], [-4.521, 0.063, -0.841], [-4.801, -0.132, 0.942], [-3.187, -2.114, 1.038], [-3.046, -2.174, -0.702], [3.939, 0.406, -1.282], [4.729, 0.688, 0.469], [5.006, -0.802, -0.410], [3.268, -1.505, 1.092], [2.561, 0.101, 1.268], [2.066, -1.129, -1.540], [-1.512, 2.633, 0.328], [-2.975, 2.113, -0.586]]}


{"formula": "C6H12BrNO", "method": "the ωB97M-V functional and the def2-TZVPD basis", "lumo_ev": 0.63, "e_homo_ev": -9.3, "gap_ev": 9.94, "elements": ["C", "N", "C", "O", "Br", "C", "C", "C", "C", "H", "H", "H", "H", "H", "H", "H", "H", "H", "H", "H", "H"], "xyz": [[0.884, 1.797, 0.423], [0.828, 0.462, -0.106], [2.025, -0.560, 0.304], [2.007, -1.632, 0.728], [3.877, 0.236, -0.012], [-0.485, -0.210, -0.173], [-0.797, -0.774, 1.248], [-1.384, 0.836, -0.784], [-0.499, -1.431, -1.082], [1.959, 2.139, 0.392], [0.214, 2.511, -0.222], [0.366, 1.752, 1.424], [0.169, -1.356, 1.264], [-1.004, -0.140, 2.056], [-1.585, -1.605, 1.226], [-1.042, 1.180, -1.760], [-1.680, 1.611, -0.176], [-2.399, 0.370, -0.919], [-1.418, -1.803, -1.383], [0.098, -1.117, -1.917], [-0.134, -2.266, -0.531]]}


{"formula": "C6H12Cl2N4O", "method": "the ωB97M-V functional and the def2-TZVPD basis", "total_charge": 2, "lumo_ev": [-8.16, -10.28], "e_homo_ev": [-16.8, -15.7], "gap_ev": [8.67, 5.44], "elements": ["C", "C", "C", "C", "C", "C", "N", "N", "N", "N", "O", "Cl", "Cl", "H", "H", "H", "H", "H", "H", "H", "H", "H", "H", "H", "H"], "xyz": [[-0.294, 0.729, -0.299], [1.718, 0.214, -1.426], [-0.009, -0.640, -0.181], [0.763, 2.542, -1.515], [-1.945, -2.361, -0.156], [1.136, 0.238, 2.424], [1.139, -0.974, -0.843], [0.754, 1.251, -1.011], [-1.229, 1.350, 0.405], [-0.719, -1.641, 0.542], [2.685, 0.348, -2.106], [2.492, -0.757, 2.301], [-0.217, -0.267, 3.329], [1.558, 2.523, -2.298], [-0.216, 2.612, -2.126], [0.954, 3.333, -0.702], [-2.279, -3.022, 0.612], [-2.703, -1.636, -0.515], [-1.536, -2.990, -0.996], [0.990, 1.234, 2.069], [1.528, -1.824, -0.772], [-1.811, 0.939, 1.051], [-1.598, 2.186, 0.099], [-0.061, -2.334, 0.790], [-1.101, -1.052, 1.321]]}


{"formula": "C6H12Cl2NO", "method": "the ωB97M-V functional and the def2-TZVPD basis", "total_charge": 1, "lumo_ev": [-5.31, -5.31], "e_homo_ev": [-13.0, -13.0], "gap_ev": [7.65, 7.64], "elements": ["C", "C", "C", "C", "C", "C", "N", "O", "Cl", "Cl", "H", "H", "H", "H", "H", "H", "H", "H", "H", "H", "H", "H"], "xyz": [[0.055, -1.023, -0.009], [-2.156, -2.132, -0.124], [-1.341, -0.300, -1.636], [1.990, 1.568, 0.601], [0.751, 1.550, 1.476], [2.168, 0.500, -0.357], [-1.088, -1.176, -0.543], [-0.478, 1.264, 0.911], [0.599, -2.005, 1.287], [3.308, -0.740, -0.262], [-2.944, -2.048, -0.919], [-2.369, -1.802, 0.936], [-1.784, -3.161, -0.229], [-0.817, 0.560, -1.397], [-2.423, -0.137, -1.772], [-0.820, -0.906, -2.518], [1.762, 2.542, 0.155], [2.918, 1.566, 1.231], [0.764, 2.606, 2.105], [0.723, 0.732, 2.245], [1.716, 0.717, -1.291], [-0.534, 1.825, 0.112]]}


{"formula": "C6H12Cl2OSi2", "method": "the ωB97M-V functional and the def2-TZVPD basis", "lumo_ev": 0.72, "e_homo_ev": -10.4, "gap_ev": 11.08, "elements": ["C", "C", "Si", "C", "Cl", "O", "Si", "C", "Cl", "C", "C", "H", "H", "H", "H", "H", "H", "H", "H", "H", "H", "H", "H"], "xyz": [[-1.101, -2.357, 0.710], [-0.346, -2.026, 1.744], [0.693, -0.499, 1.655], [2.350, -0.955, 2.375], [-0.068, 0.908, 3.011], [0.832, 0.330, 0.165], [-0.209, 0.794, -1.052], [-1.857, 1.439, -0.385], [-0.784, -0.865, -2.225], [0.492, 1.930, -2.294], [0.260, 1.651, -3.570], [-0.992, -1.855, -0.208], [-1.636, -3.298, 0.759], [-0.349, -2.590, 2.678], [2.603, -1.915, 1.909], [2.298, -1.058, 3.458], [3.103, -0.203, 2.121], [-2.642, 1.544, -1.101], [-1.743, 2.400, 0.128], [-2.201, 0.674, 0.309], [1.089, 2.764, -2.002], [0.650, 2.305, -4.348], [-0.441, 0.883, -3.837]]}